A) # C5H9MgO4Tb

A structure of composition C5H9MgO4Tb (wB97M-V/def2-TZVPD, the OMol25 dataset).

XYZ file:
```
20
Properties=species:S:1:pos:R:3:lowdin_charge:R:1
O 0.524 2.653 -0.289 -0.24
C 1.632 2.092 0.153 -0.40
C 1.737 0.816 0.622 -0.35
O 0.431 0.240 0.824 -0.31
C 0.213 -0.955 0.094 -0.18
C -1.266 -1.241 0.095 -0.16
O -1.933 -0.071 -0.373 -0.27
C -3.328 -0.258 -0.577 -0.05
Mg -1.059 1.715 0.432 1.19
H 2.561 2.683 0.076 0.10
H 0.765 -1.793 0.548 0.14
H 0.579 -0.815 -0.936 0.15
H -1.627 -1.484 1.107 0.15
H -1.486 -2.088 -0.571 0.15
H -3.755 0.708 -0.866 0.11
H -3.489 -0.989 -1.381 0.12
H -3.808 -0.612 0.347 0.11
H 4.347 -0.323 -0.941 0.02
Tb 4.043 0.147 1.732 1.35
O 4.919 -0.424 -0.096 -0.64
```

Values from the calculation:
- Multiplicity: 8
- Frontier orbital gap (spin up / spin down): 0.137 / 0.209 hartree
- Total charge: +1
- ⟨S²⟩: 16.41

***

B) # C5H9MgO4Tb

A structure of composition C5H9MgO4Tb (wB97M-V/def2-TZVPD, the OMol25 dataset).

XYZ file:
```
20
Properties=species:S:1:pos:R:3:lowdin_charge:R:1
O -2.473 -1.367 -0.355 -0.21
C -2.145 -0.841 -1.519 -0.28
C -1.051 -0.064 -1.699 -0.20
O -0.493 0.408 -0.494 -0.22
C 0.925 0.332 -0.358 -0.13
C 1.244 0.578 1.095 -0.14
O 0.414 -0.289 1.880 -0.28
C 0.813 -0.369 3.250 -0.03
Mg -1.446 -0.560 1.069 1.17
H -2.727 -1.139 -2.401 0.13
H 1.415 1.084 -0.990 0.16
H 1.252 -0.673 -0.666 0.16
H 1.047 1.620 1.385 0.15
H 2.301 0.347 1.286 0.15
H 0.105 -1.025 3.766 0.11
H 1.825 -0.789 3.308 0.12
H 0.791 0.633 3.702 0.12
H -0.477 0.089 -2.746 0.06
Tb -1.409 1.682 -4.534 1.13
O 0.091 0.343 -4.980 -0.97
```

Values from the calculation:
- Multiplicity: 8
- Frontier orbital gap (spin up / spin down): 0.185 / 0.125 hartree
- Total charge: +1
- ⟨S²⟩: 16.06

***

Stability summary - winner: A); margin: 131.9 kJ/mol.